The following is a DFT calculation (ωB97M-V/def2-TZVPD) of a 31-piece molecular cluster, C30H113FN4O30S2 overall.

Each line ends with the Mulliken charge.
Positions of all 180 atoms, in Å:
C (5.457, 3.342, 1.005)  -0.506
C (5.535, 1.853, 1.726)  -0.483
C (5.936, 0.670, 0.644)  -0.607
C (4.672, 0.257, -0.365)  -0.157
C (3.882, -1.105, 0.140)  -0.415
C (3.349, -2.067, -1.076)  -0.370
C (1.740, -1.868, -1.317)  0.004
C (0.881, -3.276, -1.397)  -0.830
N (-0.601, -3.100, -1.617)  0.365
C (-1.264, -4.289, -2.262)  -0.866
C (-1.972, -5.355, -1.242)  -0.319
C (-0.942, -6.188, -0.273)  -0.299
C (-1.516, -6.198, 1.296)  0.434
C (-0.497, -6.925, 2.357)  -0.534
C (0.173, -5.775, 3.339)  -0.213
C (-0.662, -5.529, 4.740)  0.063
C (-2.303, -5.376, 4.506)  -0.666
C (-1.334, -2.576, -0.407)  0.011
S (-0.683, -2.507, 1.194)  -0.189
S (-3.122, -1.982, -0.729)  -0.327
C (-3.873, -1.248, 0.817)  0.107
C (-4.756, 0.112, 0.602)  -0.517
C (-4.286, 1.083, -0.628)  -0.882
C (-2.912, 1.941, -0.363)  1.948
C (-1.531, 1.131, -0.848)  -0.791
N (-0.465, 0.520, -1.297)  -0.420
C (-2.992, 3.254, -1.396)  -1.079
C (-3.407, 2.792, -2.950)  0.361
C (-2.402, 3.624, -3.995)  -0.933
F (-4.835, 3.082, -3.253)  -0.068
C (-2.784, 2.530, 1.186)  0.441
C (-2.244, 4.113, 1.220)  -0.198
N (-1.822, 5.346, 1.339)  -0.587
C (-1.751, 1.687, 2.138)  -0.115
C (-2.104, 1.753, 3.755)  0.275
C (-2.814, 0.422, 4.478)  -0.640
N (-1.766, 2.877, 4.467)  -0.716
H (5.325, 4.218, 1.781)  0.284
H (6.435, 3.452, 0.364)  0.135
H (4.539, 3.351, 0.245)  0.036
H (6.310, 1.954, 2.618)  0.304
H (4.477, 1.636, 2.201)  0.191
H (6.873, 1.074, 0.052)  0.293
H (6.323, -0.257, 1.271)  0.287
H (5.134, 0.135, -1.435)  0.342
H (3.937, 1.194, -0.320)  -0.126
H (4.634, -1.705, 0.830)  0.269
H (3.016, -0.722, 0.863)  0.141
H (3.537, -3.218, -0.913)  0.328
H (3.889, -1.695, -2.069)  0.203
H (1.518, -1.248, -2.311)  0.224
H (1.327, -1.218, -0.434)  -0.153
H (1.183, -3.938, -0.482)  0.100
H (1.296, -3.846, -2.361)  0.419
H (-2.128, -3.863, -2.964)  0.219
H (-0.562, -4.912, -2.980)  0.401
H (-2.866, -4.895, -0.598)  0.033
H (-2.501, -6.172, -1.933)  0.483
H (-0.975, -7.334, -0.604)  0.249
H (0.182, -5.869, -0.349)  0.179
H (-1.872, -5.126, 1.602)  -0.344
H (-2.489, -6.887, 1.248)  0.108
H (-1.067, -7.672, 3.091)  0.123
H (0.364, -7.557, 1.858)  0.135
H (0.249, -4.797, 2.691)  -0.050
H (1.282, -6.113, 3.564)  0.341
H (-0.420, -6.376, 5.540)  0.065
H (-0.288, -4.504, 5.210)  -0.018
H (-2.688, -6.461, 4.201)  0.148
H (-2.868, -4.999, 5.464)  0.400
H (-2.475, -4.605, 3.636)  -0.009
H (-3.119, -1.038, 1.694)  -0.344
H (-4.628, -2.069, 1.243)  0.364
H (-5.863, -0.247, 0.338)  0.376
H (-4.843, 0.638, 1.651)  0.189
H (-4.288, 0.485, -1.661)  0.265
H (-5.153, 1.893, -0.760)  0.300
H (-1.926, 3.774, -1.527)  0.308
H (-3.827, 4.025, -1.080)  0.267
H (-3.126, 1.656, -3.099)  0.210
H (-2.799, 3.616, -5.102)  0.103
H (-1.384, 3.003, -4.010)  0.327
H (-2.123, 4.692, -3.608)  0.320
H (-3.879, 2.590, 1.656)  0.327
H (-1.639, 0.552, 1.876)  -0.363
H (-0.685, 2.174, 2.016)  0.549
H (-2.673, -0.556, 3.811)  0.079
H (-2.220, 0.216, 5.489)  0.321
H (-3.953, 0.605, 4.676)  0.228
H (-1.319, 3.528, 3.786)  0.304
O (-5.853, 1.863, -6.209)  -0.725
H (-5.598, 2.086, -5.301)  0.280
H (-6.740, 2.241, -6.303)  0.331
O (-7.759, 2.426, -3.316)  -0.632
H (-6.793, 2.504, -3.346)  0.319
H (-8.067, 3.074, -3.967)  0.292
O (-7.286, 2.626, -8.449)  -0.561
H (-6.321, 2.705, -8.479)  0.235
H (-7.594, 3.275, -9.100)  0.326
O (-0.809, -8.764, 5.194)  -0.606
H (-0.666, -9.023, 6.117)  0.331
H (-0.825, -9.606, 4.714)  0.314
O (7.138, 5.530, -0.186)  -0.600
H (6.969, 6.056, -0.981)  0.351
H (6.992, 6.152, 0.543)  0.289
O (-1.862, -7.704, 7.674)  -0.645
H (-2.031, -7.178, 6.879)  0.305
H (-2.008, -7.082, 8.403)  0.292
O (-4.611, -5.849, 2.508)  -0.511
H (-5.390, -6.025, 3.058)  0.287
H (-4.900, -5.140, 1.914)  0.239
O (-0.406, -9.490, 0.018)  -0.651
H (-0.496, -9.373, 0.976)  0.345
H (0.401, -9.000, -0.203)  0.344
O (-7.134, -5.920, 4.118)  -0.609
H (-8.001, -6.339, 4.221)  0.283
H (-6.966, -5.515, 4.982)  0.305
O (-0.062, -3.768, 7.518)  -0.559
H (0.314, -2.955, 7.147)  0.287
H (0.147, -3.712, 8.463)  0.268
O (-3.809, 7.906, 0.812)  -0.660
H (-3.666, 7.647, 1.734)  0.335
H (-3.825, 7.064, 0.332)  0.344
O (9.966, 5.729, -1.090)  -0.666
H (9.099, 5.310, -0.987)  0.336
H (10.134, 6.134, -0.226)  0.318
O (-4.126, 2.793, -8.328)  -0.663
H (-4.657, 2.625, -7.536)  0.383
H (-3.418, 3.377, -8.016)  0.311
O (-0.706, -6.403, 9.969)  -0.593
H (-0.796, -6.286, 10.926)  0.279
H (0.101, -5.914, 9.748)  0.317
O (11.294, 6.068, 1.780)  -0.613
H (11.204, 6.184, 2.738)  0.298
H (12.101, 6.557, 1.559)  0.315
O (1.891, -6.977, 9.731)  -0.652
H (2.034, -7.236, 10.654)  0.333
H (1.875, -7.818, 9.251)  0.314
O (-4.275, 6.476, -1.600)  -0.582
H (-4.259, 7.340, -2.039)  0.279
H (-4.567, 5.866, -2.294)  0.263
O (5.294, -4.799, -0.404)  -0.654
H (5.204, -4.682, 0.554)  0.318
H (6.101, -4.310, -0.625)  0.320
O (-8.462, 5.014, -4.486)  -0.639
H (-8.631, 5.540, -5.282)  0.317
H (-8.608, 5.636, -3.758)  0.299
O (7.450, 6.984, -2.691)  -0.700
H (8.415, 7.063, -2.721)  0.320
H (7.141, 7.632, -3.342)  0.323
O (-5.809, 4.750, -5.895)  -0.592
H (-5.929, 3.837, -6.196)  0.280
H (-6.657, 4.974, -5.483)  0.356
O (1.662, 3.363, -1.442)  -0.615
H (1.215, 2.504, -1.413)  0.305
H (1.228, 3.829, -2.172)  0.289
O (8.061, 8.282, -5.279)  -0.586
H (8.076, 9.146, -5.718)  0.306
H (7.768, 7.672, -5.973)  0.284
O (-1.009, -11.198, 6.029)  -0.644
H (-1.129, -12.111, 5.728)  0.281
H (-1.857, -10.974, 6.442)  0.328
O (-5.543, 1.671, -10.699)  -0.610
H (-5.831, 0.855, -10.264)  0.331
H (-5.220, 2.224, -9.972)  0.290
O (4.602, -5.181, 9.363)  -0.645
H (3.734, -5.600, 9.465)  0.344
H (4.770, -4.776, 10.227)  0.309
O (11.974, 8.660, 2.888)  -0.609
H (11.804, 9.186, 2.092)  0.316
H (11.828, 9.282, 3.616)  0.298
O (6.561, 9.511, -7.431)  -0.614
H (6.576, 10.375, -7.870)  0.282
H (6.268, 8.901, -8.125)  0.361
O (5.262, 8.884, -9.933)  -0.645
H (4.815, 8.025, -9.904)  0.322
H (4.828, 9.349, -10.664)  0.295
O (3.491, 6.348, -8.669)  -0.633
H (3.371, 5.435, -8.970)  0.322
H (2.643, 6.572, -8.256)  0.317

Computed properties:
**Net charge**: 0
**HOMO-LUMO gap**: 8.36 eV
**E**: -4582.65670 Eh
**Highest occupied orbital energy**: -0.316 Ha
**Largest force on an atom**: 12.3 eV/Å
**Lowest unoccupied orbital energy**: -0.24 eV

***

The following is a DFT calculation (ωB97M-V/def2-TZVPD) of a 2-piece molecular cluster, C2H11N2O overall.

Each line ends with the Mulliken charge.
Positions of all 16 atoms, in Å:
C (2.131, -0.170, 0.727)  -0.735
N (0.753, 0.157, 1.326)  -0.197
H (2.860, -0.049, 1.522)  0.354
H (2.215, 0.693, 0.068)  0.322
H (2.092, -1.111, 0.187)  0.308
H (0.841, 1.106, 1.683)  0.378
H (-0.060, -0.062, 0.716)  0.120
H (0.564, -0.401, 2.164)  0.409
N (-1.244, -1.015, -0.607)  -0.672
C (-1.526, 0.182, -1.355)  -0.229
O (-1.067, 1.306, -0.625)  -0.542
H (-1.585, -1.900, -0.964)  0.246
H (-1.680, -1.033, 0.315)  0.255
H (-2.596, 0.235, -1.576)  0.300
H (-1.024, 0.153, -2.325)  0.355
H (-0.674, 1.910, -1.256)  0.329

Computed properties:
**Net charge**: +1
**HOMO-LUMO gap**: 10.51 eV
**E**: -267.28510 Eh
**Highest occupied orbital energy**: -0.508 Ha
**Largest force on an atom**: 2.0 eV/Å
**Lowest unoccupied orbital energy**: -3.31 eV

***

The following is a DFT calculation (ωB97M-V/def2-TZVPD) of one molecule with the formula C19H16N8O2S.

Each line ends with the Mulliken charge.
Positions of all 46 atoms, in Å:
C (-4.045, -4.519, -6.113)  -0.800
N (-2.736, -3.888, -5.988)  0.721
C (-2.327, -3.307, -4.828)  -0.204
C (-1.049, -2.984, -4.980)  -0.010
C (-0.230, -2.333, -3.989)  0.299
O (0.871, -1.962, -4.370)  -0.558
O (-0.728, -2.119, -2.735)  -0.384
C (0.142, -1.560, -1.813)  0.712
C (-0.132, -0.302, -1.250)  -0.875
C (0.737, 0.246, -0.293)  -0.300
C (1.910, -0.423, 0.047)  0.584
C (2.819, 0.143, 1.077)  -1.447
C (2.425, -0.324, 2.465)  0.981
N (3.031, -1.229, 3.221)  -0.441
N (2.414, -1.353, 4.458)  -0.722
C (1.415, -0.491, 4.368)  0.422
S (0.223, 0.022, 5.470)  -0.235
C (-0.296, 1.075, 4.110)  -0.051
C (-1.493, 1.878, 4.215)  0.749
C (-2.032, 2.739, 3.203)  -0.227
N (-3.135, 3.313, 3.620)  -0.922
N (-3.296, 2.968, 4.916)  0.668
C (-4.422, 3.412, 5.761)  -0.806
C (-2.307, 2.093, 5.302)  -0.819
N (0.375, 1.076, 2.960)  -1.098
N (1.351, 0.158, 3.190)  0.920
C (2.185, -1.667, -0.494)  -0.661
C (1.318, -2.242, -1.463)  -0.340
C (-0.679, -3.448, -6.316)  -0.265
N (-1.731, -4.008, -6.884)  -0.955
H (-3.913, -5.559, -6.381)  0.302
H (-4.633, -4.023, -6.920)  0.274
H (-4.565, -4.423, -5.179)  0.284
H (-2.940, -3.062, -3.974)  0.434
H (-0.978, 0.263, -1.582)  0.413
H (0.491, 1.161, 0.219)  0.396
H (2.921, 1.238, 1.035)  0.451
H (3.811, -0.236, 0.821)  0.396
H (-1.589, 2.883, 2.216)  0.507
H (-4.938, 2.559, 6.089)  0.344
H (-4.026, 3.958, 6.636)  0.302
H (-5.098, 4.091, 5.265)  0.282
H (-2.174, 1.656, 6.290)  0.376
H (3.072, -2.204, -0.190)  0.378
H (1.598, -3.153, -1.950)  0.426
H (0.311, -3.371, -6.766)  0.501

Computed properties:
**Net charge**: 0
**HOMO-LUMO gap**: 8.76 eV
**E**: -1720.27606 Eh
**Highest occupied orbital energy**: -0.323 Ha
**Largest force on an atom**: 3.2 eV/Å
**Lowest unoccupied orbital energy**: -0.03 eV

***

The following is a DFT calculation (ωB97M-V/def2-TZVPD) of a 2-piece molecular cluster, C6H8Br2N3 overall.

Each line ends with the Mulliken charge.
Positions of all 19 atoms, in Å:
C (-1.761, 1.780, 0.439)  0.415
C (-3.211, -1.627, 0.371)  0.183
C (1.843, -0.535, -0.953)  -0.504
C (1.082, 0.460, -1.798)  -0.771
C (1.411, 0.707, -0.339)  -0.070
C (0.676, -0.164, 1.775)  -0.938
N (-0.821, 1.064, 0.478)  -0.041
N (-2.333, -0.934, 0.633)  -0.337
N (0.352, 0.667, 0.608)  0.221
Br (-3.415, 2.122, -0.139)  0.158
Br (-4.440, -2.735, -0.183)  0.138
H (1.374, -1.516, -0.765)  0.283
H (2.852, -0.582, -1.106)  0.292
H (1.672, 0.871, -2.603)  0.275
H (0.160, 0.167, -2.229)  0.283
H (2.168, 1.433, -0.269)  0.361
H (-0.132, -0.270, 2.455)  0.394
H (0.948, -1.241, 1.428)  0.277
H (1.574, 0.335, 2.199)  0.381

Computed properties:
**Net charge**: +1
**HOMO-LUMO gap**: 9.19 eV
**E**: -5545.27828 Eh
**Highest occupied orbital energy**: -0.488 Ha
**Largest force on an atom**: 3.8 eV/Å
**Lowest unoccupied orbital energy**: -4.09 eV

***

The following is a DFT calculation (ωB97M-V/def2-TZVPD) of one molecule with the formula C4H3BrO.

Each line ends with the Mulliken charge.
Positions of all 9 atoms, in Å:
O (-2.893, -1.195, 0.034)  -0.347
C (-1.966, -0.499, 0.021)  0.772
C (-0.991, 0.376, 0.030)  -0.770
C (0.469, 0.438, 0.043)  0.049
C (1.447, -0.466, -0.107)  -0.442
Br (3.262, 0.036, 0.011)  -0.153
H (-1.431, 1.372, 0.057)  0.237
H (0.804, 1.457, 0.203)  0.275
H (1.298, -1.518, -0.290)  0.379

Computed properties:
**Net charge**: 0
**HOMO-LUMO gap**: 8.95 eV
**E**: -2803.41124 Eh
**Highest occupied orbital energy**: -0.313 Ha
**Largest force on an atom**: 1.0 eV/Å
**Lowest unoccupied orbital energy**: 0.44 eV